1.
ORCA calculation (ωB97M-V/def2-TZVPD) on a cluster of 3 separate species, C10H26INO5P2S2 in total in a non-equilibrium geometry.

As for the orbital gap: 7.774 eV. The LUMO energy is -0.699 eV. Its charge is 0. As for the HOMO energy: -8.47 eV.

Each line ends with the natural charge from an NBO analysis.
Element x y z (Å)
H  -5.610  5.085  -1.815  0.23
H  -5.136  -0.478  -0.582  0.22
H  -4.125  -0.242  0.863  0.24
C  1.132  -2.272  1.306  -0.67
H  -3.020  -3.015  -2.599  0.24
H  3.743  1.039  2.028  0.24
P  3.976  -3.035  -0.429  0.62
N  3.904  0.671  -1.320  -0.85
C  3.767  -2.543  2.985  0.54
S  -3.378  -2.099  -0.428  1.25
H  -3.523  0.282  -0.728  0.27
H  0.453  -2.972  0.730  0.27
H  4.819  -5.010  -0.013  0.49
H  -3.606  5.878  -0.384  0.23
C  3.301  0.591  1.097  -0.41
C  1.764  0.314  1.424  -0.41
H  -5.763  3.444  -2.485  0.24
O  4.301  -4.678  -0.780  -0.94
H  1.588  -0.965  -0.459  0.20
C  3.522  1.534  -0.149  -0.22
C  1.148  -0.873  0.578  -0.43
H  -5.783  3.680  -0.720  0.23
C  -3.287  4.854  -0.181  -0.83
H  3.674  1.140  -2.198  0.36
H  1.213  1.268  1.152  0.21
P  2.822  -3.108  1.436  0.64
H  0.673  -2.189  2.337  0.28
H  -3.842  4.448  0.666  0.23
S  -3.569  3.838  -1.643  1.26
H  2.522  -4.493  1.668  0.07
H  3.766  -0.405  0.877  0.19
H  -2.221  4.844  0.044  0.24
H  1.570  0.163  2.522  0.22
O  3.453  -3.203  4.060  -0.70
O  -3.279  2.425  -1.266  -1.00
H  2.644  2.202  -0.369  0.17
C  -5.361  4.034  -1.662  -0.83
H  3.413  -0.221  -1.252  0.35
O  -1.937  -1.993  -0.053  -1.01
H  -2.918  -1.237  -2.624  0.24
C  -3.467  -2.092  -2.228  -0.83
H  0.062  -0.604  0.405  0.26
H  -4.512  -2.045  -2.540  0.23
H  4.408  2.222  0.006  0.19
C  -4.114  -0.470  -0.202  -0.84
O  4.617  -1.654  2.988  -0.65
I  6.195  -2.059  -0.068  0.01



2.
ORCA calculation (ωB97M-V/def2-TZVPD) on a structure of composition C45H42AgCl5N7O5Te in a non-equilibrium geometry.

As for the orbital gap (alpha / beta): 6.775 / 2.804 eV. The LUMO energy (alpha / beta) is 2.887 / -0.547 eV. Its charge is -2. As for the energy above the lowest of the compared OMol25 structures with the same formula, charge and spin: 49.8 kcal/mol. The spin multiplicity is 2. As for the HOMO energy (alpha / beta): -3.89 / -3.35 eV.

Each line ends with the Löwdin spin population.
Element x y z (Å)
C  -4.523  -25.066  10.680  0.02
C  0.201  -23.573  4.127  0.00
H  -3.182  -22.021  14.995  0.00
H  -5.340  -24.655  10.130  0.01
Ag  -5.708  -17.849  15.767  0.00
C  -5.057  -21.162  18.583  0.00
C  -4.781  -19.258  17.107  0.00
H  -5.199  -18.361  6.531  0.00
C  -3.501  -22.687  14.165  0.00
H  -3.736  -24.757  16.188  0.00
H  -1.591  -20.537  10.503  0.00
N  -2.741  -24.298  6.428  0.08
H  -4.399  -15.397  10.082  0.00
C  -5.504  -20.009  17.973  0.00
H  -7.695  -18.679  7.432  0.00
C  -3.785  -24.806  13.072  0.00
C  -6.855  -16.485  10.406  0.00
C  -4.240  -24.239  11.907  0.01
C  -7.471  -18.083  8.253  0.00
H  -8.952  -16.736  10.879  0.00
C  -3.752  -21.529  18.263  0.00
C  -9.037  -22.136  10.504  0.00
H  -3.784  -25.911  13.055  0.00
C  -1.116  -23.831  4.562  0.00
N  -0.382  -17.631  12.802  0.01
N  -6.489  -15.667  11.533  0.00
H  -4.322  -18.787  8.092  0.00
H  -6.322  -23.600  8.190  0.00
Cl  -1.414  -21.376  17.079  0.00
C  -8.289  -14.123  11.368  0.00
O  -7.220  -15.746  15.722  0.00
H  -4.261  -16.795  11.009  0.00
C  -8.447  -23.292  8.530  0.00
C  -7.443  -14.923  12.167  0.00
H  -0.305  -22.308  0.950  0.00
H  -10.137  -13.242  11.122  0.00
C  -4.966  -18.040  7.562  0.00
Cl  -3.122  -23.055  18.832  0.00
N  0.922  -17.180  10.121  0.00
Te  -4.652  -21.838  10.019  0.55
C  -1.589  -24.634  5.924  0.01
C  -3.383  -24.060  14.190  0.00
H  -1.586  -19.174  9.679  0.00
H  -9.379  -18.236  9.315  0.00
H  -2.729  -22.754  1.913  0.00
H  -6.739  -21.496  12.739  0.00
H  -3.578  -16.928  9.546  0.00
C  -2.889  -24.679  15.466  0.00
H  0.439  -17.078  12.703  0.00
H  1.455  -22.828  2.720  0.00
C  -6.088  -17.682  8.459  0.00
C  -8.898  -14.310  14.017  0.00
C  -7.706  -21.883  10.833  0.02
C  -2.966  -20.759  17.398  0.00
Cl  -6.008  -22.200  19.514  0.00
C  -8.395  -17.847  9.255  0.00
C  -4.453  -16.454  9.946  0.00
H  -3.680  -25.048  10.007  0.00
H  -2.425  -25.627  15.287  0.00
C  -4.172  -20.613  13.103  0.02
C  -0.533  -22.753  1.911  0.00
O  -6.262  -16.826  13.987  0.00
H  -8.069  -13.943  10.317  0.00
H  -3.873  -20.209  12.158  0.01
C  -0.702  -18.051  11.606  0.00
H  -3.152  -23.646  3.840  0.00
Cl  -2.558  -18.649  15.813  0.00
H  -3.438  -20.243  13.813  0.00
H  -5.263  -20.313  13.249  0.00
C  -7.730  -14.979  13.518  0.00
C  0.405  -22.984  2.880  0.00
H  -10.530  -22.899  9.129  0.00
C  -9.806  -13.662  13.199  0.00
C  -4.065  -22.095  13.044  0.01
H  0.898  -23.965  4.877  0.00
H  -4.285  -17.205  7.493  0.00
C  -3.467  -19.611  16.904  0.00
C  -6.986  -15.865  14.505  0.00
H  -4.776  -26.085  10.846  0.00
N  -1.944  -18.762  11.516  0.03
C  -9.449  -13.605  11.850  0.00
H  -5.891  -16.187  12.192  0.00
H  -2.419  -18.993  12.347  0.00
O  -0.739  -25.457  6.238  0.04
C  -7.425  -21.046  12.044  0.01
H  -10.705  -13.194  13.611  0.00
H  -8.375  -20.819  12.540  0.00
N  -0.040  -18.016  10.424  0.00
Cl  -7.238  -19.531  18.174  0.00
H  -9.176  -14.342  15.056  0.00
C  -9.473  -22.782  9.333  0.01
C  -2.106  -23.507  3.658  0.00
C  -5.830  -16.885  9.571  0.00
C  -8.118  -16.961  10.267  0.00
H  -2.234  -24.017  16.071  0.00
H  -7.044  -20.111  11.731  0.00
H  -9.785  -21.596  11.107  0.00
O  1.243  -16.295  11.020  0.00
C  -7.082  -23.043  8.777  0.02
C  -4.295  -22.837  11.863  0.04
O  1.445  -17.308  9.019  0.00
H  -8.662  -23.801  7.570  0.00
H  -2.789  -24.880  7.244  0.00
N  -2.154  -19.650  10.370  0.05
C  -1.794  -22.927  2.431  0.00
C  -6.693  -22.352  9.951  0.04



3.
ORCA calculation (ωB97M-V/def2-TZVPD) on the molecule C5H6N2 in a non-equilibrium geometry.

As for the orbital gap (alpha / beta): 10.443 / 7.420 eV. The LUMO energy (alpha / beta) is 0.159 / -1.020 eV. Its charge is 0. As for the energy above the lowest of the compared OMol25 structures with the same formula, charge and spin: 121.3 kcal/mol. As for the HOMO energy (alpha / beta): -10.28 / -8.44 eV.

Each line ends with the natural charge from an NBO analysis.
Element x y z (Å)
C  0.516  -0.613  -1.210  -0.28
N  -1.022  -2.596  -0.474  -0.31
H  -0.379  0.123  2.493  0.18
H  -1.543  1.230  0.480  0.23
C  -0.462  1.037  0.514  -0.49
H  0.278  -1.017  1.298  0.21
C  0.330  0.774  -0.729  -0.12
H  -0.018  1.952  0.944  0.24
C  -0.101  -0.033  1.457  -0.23
H  0.410  1.595  -1.436  0.22
H  0.840  -0.783  -2.241  0.26
N  1.498  0.033  -0.330  -0.18
C  -0.349  -1.701  -0.766  0.27



4.
ORCA calculation (ωB97M-V/def2-TZVPD) on a structure of composition C34H42LaNO4 in a non-equilibrium geometry.

As for the orbital gap: 7.215 eV. The LUMO energy is 0.206 eV. Its charge is 0. As for the energy above the lowest of the compared OMol25 structures with the same formula, charge and spin: 0.0 kcal/mol. As for the HOMO energy: -7.01 eV.

Each line ends with the Mulliken charge.
Element x y z (Å)
C  4.468  0.521  6.190  -1.74
H  1.260  3.040  -2.982  0.35
H  2.075  -0.912  -7.075  0.37
H  0.688  0.750  -8.638  0.30
C  -0.909  3.436  -3.505  -0.56
H  -1.374  4.253  -2.929  0.34
C  0.492  -2.564  -1.337  -0.56
H  -1.112  0.742  -8.460  0.32
H  -2.239  -1.029  -7.078  0.35
C  3.605  -0.554  5.581  1.19
O  0.098  1.339  -2.761  -0.53
H  -1.245  -3.509  -0.265  0.54
C  1.441  -1.409  4.951  0.21
H  -2.633  1.258  1.910  0.55
C  -0.459  0.972  3.832  0.91
H  4.432  0.516  7.292  0.36
H  -2.209  2.227  -4.868  0.49
C  -2.808  -0.779  0.981  -0.39
H  -0.725  0.477  -4.389  -0.26
C  -1.069  2.199  4.066  -0.09
O  -0.005  0.720  1.496  -0.09
C  -3.069  -1.168  -0.365  -1.26
H  -2.114  -0.921  6.142  0.42
H  -0.908  1.888  -6.333  0.04
C  1.193  -1.548  -7.242  -1.55
H  0.898  1.804  -6.436  0.22
N  0.069  -1.275  4.748  0.24
C  -0.151  0.578  -7.968  -0.84
H  0.359  -2.919  -2.359  0.56
H  2.092  -1.119  1.248  0.56
La  -0.536  -0.168  -0.550  1.45
C  0.233  2.809  -2.666  -0.45
H  -3.447  0.029  -2.206  1.00
C  -1.837  -0.038  5.562  -0.45
C  3.432  -2.632  4.348  -0.79
C  -0.083  -0.734  -7.127  1.43
C  -3.170  0.007  -1.155  -0.54
H  -2.748  -1.464  1.832  0.42
H  -2.540  3.273  5.226  0.40
H  2.219  0.992  7.266  0.47
H  -3.213  -2.176  -0.738  0.52
C  1.425  -1.648  0.564  -0.19
H  0.641  0.204  7.011  0.30
C  4.202  -1.610  4.892  -1.05
C  -2.938  1.140  -0.311  -0.93
C  -0.043  1.264  -6.611  -0.15
H  -0.758  3.065  3.483  0.41
H  -1.277  -2.427  -6.502  0.34
C  -0.736  -0.117  4.695  -0.54
C  0.223  -2.320  0.941  -0.05
C  -2.066  2.309  5.041  -0.64
C  -2.738  0.644  1.013  -0.39
H  -2.957  2.183  -0.635  0.51
C  2.043  -2.546  4.387  -0.76
C  1.597  -1.804  -0.848  -1.17
C  -1.323  -1.612  -7.243  -1.69
C  -1.865  2.279  -3.830  -0.75
C  0.521  0.790  2.700  -0.52
H  -1.365  -2.058  -8.253  0.41
O  1.724  0.708  2.954  -0.59
H  -0.456  -2.145  4.756  0.34
H  5.287  -1.632  4.809  0.30
H  1.269  -2.026  -8.232  0.41
H  4.148  1.520  5.856  0.31
C  -0.349  -2.892  -0.236  -1.28
H  0.128  3.047  -1.581  0.16
H  -0.161  -2.434  1.962  0.52
H  -0.593  3.893  -4.473  0.21
H  3.897  -3.495  3.883  0.39
H  -1.741  0.242  -2.989  -0.29
H  1.407  -3.307  3.931  0.35
C  -2.492  1.174  5.735  -0.59
O  -0.027  -0.009  -5.848  -0.61
C  -1.105  1.000  -3.499  1.41
H  5.517  0.390  5.900  0.38
C  2.210  -0.479  5.686  1.09
H  -3.341  1.225  6.414  0.41
H  2.441  -1.433  -1.436  0.50
H  -2.764  2.331  -3.191  0.30
H  1.239  1.421  5.840  0.23
C  1.540  0.587  6.500  -1.32
H  1.182  -2.339  -6.475  0.32